(1)
Density functional theory data (ωB97M-V/def2-TZVPD) for the molecule C6H9Cl.

The value obtained for the energy above the lowest of the compared OMol25 structures with the same formula, charge and spin is 45.33 kcal/mol. The SMILES is C=C[C@@H](C)/C=C\Cl.

The geometry in XYZ format:
```
16
C6H9Cl, DFT ωB97M-V/def2-TZVPD
C -0.87 1.61 -1.36
C 0.17 1.13 -0.74
C 0.33 0.24 0.55
C -0.94 -0.01 1.36
C 1.23 -0.94 0.28
C 0.99 -2.04 -0.32
Cl -0.44 -2.54 -1.44
H -1.91 1.54 -0.96
H -0.76 2.23 -2.15
H 1.07 1.63 -1.24
H 0.84 0.76 1.29
H -1.39 0.99 1.43
H -1.77 -0.47 0.79
H -0.75 -0.42 2.44
H 2.30 -1.06 0.68
H 1.89 -2.66 -0.59
```

---

(2)
Density functional theory data (ωB97M-V/def2-TZVPD) for a cluster of 2 separate species, C6H9ClN3O2S in total.

The value obtained for the energy above the lowest of the compared OMol25 structures with the same formula, charge and spin is 27.87 kcal/mol. As for the charge: +1.

The geometry in XYZ format:
```
22
C6H9ClN3O2S, DFT ωB97M-V/def2-TZVPD
C -0.13 -1.68 1.29
C 0.05 -0.50 0.54
C 2.07 -1.40 0.21
C -0.62 -0.81 -2.19
C -1.21 2.82 -0.07
C -0.92 0.51 0.39
N 1.29 -0.32 0.05
N 3.36 -1.41 -0.07
N -2.22 0.45 0.91
O 0.50 -1.02 -2.57
O -0.46 1.61 -0.20
S 1.31 -2.67 1.11
Cl -2.05 -1.31 -2.87
H -0.93 -2.25 1.73
H -0.45 3.56 -0.16
H -1.70 3.00 0.92
H -1.94 3.12 -0.83
H 3.83 -0.89 -0.77
H 3.78 -2.18 0.41
H -2.81 1.25 0.96
H -2.43 -0.42 1.53
H 1.67 0.54 -0.35
```